No. 1
Here is the molecule C5H10ClNO from the OMol25 dataset. Energies are from ωB97M-V with the def2-TZVPD basis set.

The calculation puts the total energy at -786.64672 a.u. The value obtained for the orbital gap is 9.71 eV. The HOMO energy is -9.05 eV. Its LUMO energy is 0.658 eV.

```
18
C5H10ClNO (ωB97M-V with the def2-TZVPD basis set)
C 1.58 0.18 -1.15
N 0.22 -0.22 -0.60
C 0.15 -1.61 -0.49
C -0.29 0.52 0.44
C -1.31 -0.29 1.27
Cl 1.04 0.95 1.68
C -0.83 1.97 0.01
O -1.44 2.71 0.73
H 2.23 -0.45 -0.52
H 1.67 -0.03 -2.12
H 1.69 1.26 -0.97
H -0.91 -1.82 -0.69
H 0.81 -2.03 -1.32
H 0.53 -1.97 0.49
H -2.07 -0.69 0.61
H -1.70 0.39 1.94
H -0.79 -1.12 1.69
H -0.59 2.22 -1.02
```

Atom charges from the Mulliken analysis, given in e for atoms 1 to 8:
1. C -1.16
2. N 0.03
3. C -1.04
4. C 0.74
5. C -1.76
6. Cl -0.22
7. C -0.07
8. O -0.46

---

No. 2
Here is the molecule C6H6BrN3 from the OMol25 dataset. Energies are from ωB97M-V with the def2-TZVPD basis set.

The calculation puts the total energy at -2970.25709 a.u. The value obtained for the orbital gap (alpha / beta) is 7.90 / 8.12 eV. The HOMO energy (alpha / beta) is -8.66 / -8.72 eV. Its LUMO energy (alpha / beta) is -0.762 / -0.597 eV.

```
16
C6H6BrN3 (ωB97M-V with the def2-TZVPD basis set)
C -3.00 1.02 0.29
C -2.32 -0.09 -0.07
C -0.99 1.49 0.56
C 1.67 0.91 0.74
C 1.32 -0.15 0.06
C 2.26 -1.24 -0.39
N -2.17 1.92 0.82
N -1.03 0.24 0.05
N -0.02 -0.59 -0.33
Br 3.06 1.97 1.22
H -4.13 1.20 0.22
H -2.58 -1.15 -0.39
H 2.39 -1.30 -1.47
H 2.09 -2.26 0.13
H 3.28 -1.05 -0.20
H 0.16 -0.92 -1.25
```

Atom charges from the Mulliken analysis, given in e for atoms 1 to 8:
1. C -0.45
2. C -0.07
3. C 0.23
4. C -0.60
5. C 1.04
6. C -1.33
7. N -0.53
8. N 0.41

---

No. 3
Here is the molecule C28H28N2O7S2 from the OMol25 dataset. Energies are from ωB97M-V with the def2-TZVPD basis set.

The calculation puts the total energy at -2516.34210 a.u. The value obtained for the orbital gap is 8.77 eV. The HOMO energy is -8.42 eV. Its LUMO energy is 0.351 eV.

```
67
C28H28N2O7S2 (ωB97M-V with the def2-TZVPD basis set)
C 8.32 2.60 -0.46
C 8.49 1.10 -0.24
O 7.47 0.55 0.58
C 6.24 0.31 0.07
C 5.30 -0.17 1.00
C 4.02 -0.46 0.60
C 3.66 -0.28 -0.73
S 1.99 -0.61 -1.25
O 1.35 -1.51 -0.33
O 1.98 -0.96 -2.64
N 1.33 0.95 -1.08
C -0.07 1.03 -1.22
C -0.65 0.51 -2.38
C -2.03 0.50 -2.54
C -2.80 1.02 -1.52
C -2.22 1.61 -0.39
C -0.84 1.62 -0.23
C -3.31 2.06 0.43
C -4.47 1.67 -0.20
N -4.20 1.04 -1.39
S -4.96 -0.44 -1.86
O -4.72 -0.64 -3.25
O -6.32 -0.38 -1.41
C -3.98 -1.52 -0.85
C -4.21 -1.52 0.52
C -3.32 -2.15 1.36
C -2.17 -2.76 0.84
O -1.35 -3.31 1.74
C -0.11 -3.87 1.31
C 0.65 -4.30 2.56
C -1.97 -2.78 -0.54
C -2.88 -2.15 -1.38
C -5.83 1.95 0.32
C -5.74 2.15 1.84
C -4.67 3.18 2.19
C -3.28 2.78 1.69
O -2.27 3.06 2.30
C 4.57 0.18 -1.65
C 5.87 0.48 -1.26
H 7.40 2.81 -0.99
H 9.16 2.98 -1.04
H 8.30 3.11 0.50
H 8.55 0.56 -1.19
H 9.41 0.91 0.32
H 5.62 -0.30 2.02
H 3.29 -0.84 1.29
H 1.64 1.34 -0.20
H -0.01 0.09 -3.13
H -2.48 0.09 -3.43
H -0.40 2.05 0.65
H -5.09 -1.02 0.90
H -3.47 -2.16 2.42
H -0.31 -4.74 0.67
H 0.46 -3.13 0.75
H 0.07 -5.03 3.12
H 0.83 -3.44 3.20
H 1.60 -4.74 2.28
H -1.09 -3.24 -0.97
H -2.74 -2.16 -2.45
H -6.52 1.15 0.06
H -6.21 2.87 -0.15
H -6.70 2.48 2.22
H -5.49 1.20 2.31
H -4.62 3.35 3.26
H -4.91 4.14 1.72
H 4.26 0.30 -2.68
H 6.56 0.84 -2.00
```

Atom charges from the Mulliken analysis, given in e for atoms 1 to 8:
1. C -1.03
2. C -0.42
3. O -0.44
4. C 0.74
5. C -0.76
6. C -0.41
7. C -0.28
8. S 1.37

---

> What is the formula in the third record?

C28H28N2O7S2